Entry one
# C3H4Cl2Si

A 2-piece molecular cluster, C3H4Cl2Si overall (ωB97M-V/def2-TZVPD, the OMol25 dataset).

```
10
Properties=species:S:1:pos:R:3
C -0.53172 -0.25192 1.14983
C 0.10685 0.29507 0.14517
C -1.30565 0.40642 -0.12354
Si 3.18263 0.91692 -0.86752
Cl 3.42173 2.86171 -0.79570
Cl 4.43327 -0.05668 0.42023
H -1.07834 -0.73634 1.94861
H -1.78410 -0.43354 -0.71137
H -1.65189 1.34063 0.04171
H 3.61910 0.25552 -2.14154
```

Values from the calculation:
net charge	0
LUMO level (alpha / beta)	-0.03104 / -0.03634	hartree
E_HOMO (alpha / beta)	-8.69 / -7.90	eV
gap between HOMO and LUMO (alpha / beta)	7.8 / 6.9	eV

***

Entry two
# C3H4Cl2Si

A 2-piece molecular cluster, C3H4Cl2Si overall (ωB97M-V/def2-TZVPD, the OMol25 dataset).

```
10
Properties=species:S:1:pos:R:3
C 1.58046 -0.68031 1.05768
C 0.80508 -0.10198 0.26637
C 2.18289 0.24620 -0.05516
Si -2.38229 0.19819 -0.53864
Cl -3.28650 -1.50067 0.06080
Cl -3.12466 1.89059 0.20809
H 1.61540 -1.61416 1.58808
H 2.63157 1.26186 0.32663
H 2.49079 -0.24841 -0.97051
H -2.51274 0.54869 -1.94336
```

Values from the calculation:
net charge	0
LUMO level (alpha / beta)	-0.03546 / -0.04293	hartree
E_HOMO (alpha / beta)	-9.03 / -8.07	eV
gap between HOMO and LUMO (alpha / beta)	8.1 / 6.9	eV

***

Order of stability, best first: entry two, entry one

***

Entry one
# C4H12NSi

A 2-piece molecular cluster, C4H12NSi overall (ωB97M-V/def2-TZVPD, the OMol25 dataset).

```
18
Properties=species:S:1:pos:R:3
C -2.31425 1.32137 0.44114
C -2.03250 0.53684 -0.61488
C 1.59424 0.60661 -0.84350
C 1.08742 -1.01400 0.97587
N 2.14814 -0.30476 0.19086
Si -1.80387 -1.26854 -0.33897
H -2.58178 2.44158 0.35378
H -2.46486 0.93129 1.36398
H -1.87756 1.07745 -1.58943
H 1.04106 1.37938 -0.22170
H 2.22615 1.09254 -1.43594
H 0.84752 -0.01368 -1.31045
H 1.38397 -1.71858 1.66248
H 0.40601 -0.32626 1.49973
H 2.77903 0.19864 0.80711
H 2.73495 -0.97956 -0.35311
H -1.08281 -2.18820 -1.44859
H -2.09087 -1.77212 0.86163
```

Values from the calculation:
net charge	+1
LUMO level (alpha / beta)	-0.18229 / -0.18228	hartree
E_HOMO (alpha / beta)	-11.56 / -11.56	eV
gap between HOMO and LUMO (alpha / beta)	6.6 / 6.6	eV

***

Entry two
# C4H12NSi

An isolated ion of composition C4H12NSi and charge +1 (ωB97M-V/def2-TZVPD, the OMol25 dataset).

```
18
Properties=species:S:1:pos:R:3
C -2.15692 1.00430 0.27779
C -1.78309 -0.06788 -0.75374
C -0.75429 -1.08386 -0.23740
N 0.58929 -0.56245 -0.31676
C 1.48038 -0.51561 0.58921
Si 3.27012 0.18881 0.33559
H -1.97741 2.00297 -0.10744
H -3.20744 0.93614 0.54018
H -1.58101 0.89259 1.19368
H -2.67245 -0.62571 -1.04225
H -1.39408 0.39511 -1.66187
H -0.97466 -1.37787 0.79034
H -0.78768 -1.97457 -0.87300
H 0.82014 -0.19094 -1.24070
H 1.19198 -0.90662 1.56156
H 3.34475 0.37897 -1.11263
H 4.11489 -0.86784 0.87111
H 3.23290 1.42711 1.10220
```

Values from the calculation:
net charge	+1
SMILES	CCC/[NH+]=C/[SiH3]
LUMO level	-0.17466	hartree
E_HOMO	-15.92	eV
gap between HOMO and LUMO	11.2	eV

***

Order of stability, best first: entry two, entry one

***

Entry one
# C2H6IN

A 2-piece molecular cluster, C2H6IN overall (ωB97M-V/def2-TZVPD, the OMol25 dataset).

```
10
Properties=species:S:1:pos:R:3
C -0.47016 0.55943 -1.48437
C 0.68614 -0.57421 1.18978
N 1.19862 -0.64986 -0.14785
I 2.81793 0.51052 -0.51239
H -1.02696 -0.33467 -1.67744
H -0.81385 1.22712 -0.72156
H 0.17139 0.92698 -2.25711
H 0.24411 -1.55114 1.40539
H 1.45458 -0.36121 1.93617
H -0.09499 0.17999 1.31723
```

Values from the calculation:
net charge	0
LUMO level (alpha / beta)	-0.00147 / -0.01814	hartree
E_HOMO (alpha / beta)	-8.73 / -8.29	eV
gap between HOMO and LUMO (alpha / beta)	8.7 / 7.8	eV

***

Entry two
# C2H6IN

One molecule with the formula C2H6IN (ωB97M-V/def2-TZVPD, the OMol25 dataset).

```
10
Properties=species:S:1:pos:R:3
C -0.67178 -0.82932 0.15635
C -0.39462 0.50592 -0.47318
N 1.03161 1.24329 0.34252
I 2.68623 0.00873 -0.09080
H -0.91291 -0.86819 1.20291
H -1.50931 -1.39815 -0.42668
H 0.23721 -1.36049 -0.19452
H -0.14452 0.38629 -1.47316
H -0.93870 1.40953 -0.22190
H 0.61679 0.90237 1.17847
```

Values from the calculation:
net charge	0
SMILES	CCNI
LUMO level	0.00121	hartree
E_HOMO	-9.05	eV
gap between HOMO and LUMO	9.1	eV

***

Order of stability, best first: entry two, entry one